Entry 1:
Here is a cluster of 2 separate species, C4H8N2O in total at a distorted geometry from the Open Molecules 2025 dataset. Energies are from ωB97M-V with the def2-TZVPD basis set.

The geometry in XYZ format:
```
15
Properties=species:S:1:pos:R:3:nbo_charge:R:1
C 0.89 -0.52 0.23 0.3271
C -0.59 -0.82 2.05 -0.6264
C 0.09 0.72 -3.03 0.2525
C -0.08 -0.02 0.93 -0.0403
N 1.96 -1.00 -0.07 -0.6342
N -0.74 1.19 0.67 -0.8014
O -0.83 1.49 -2.98 -0.4900
H 0.29 -1.46 2.41 0.2336
H -1.30 -1.56 1.58 0.2189
H -1.17 -0.27 2.78 0.2171
H 1.13 1.07 -2.86 0.1193
H -0.22 -0.34 -3.02 0.1172
H -0.11 2.07 0.64 0.3796
H -1.41 1.26 1.40 0.3612
H 2.08 -1.80 -0.72 0.3656
```

Results
Orbital gap ... 8.33 eV
Energy above the lowest of the compared OMol25 structures with the same formula, charge and spin ... 98.3 kcal/mol
M ... 100.12 g mol⁻¹
LUMO energy ... 0.801 eV
Max |F| ... 3.404 eV/Å
HOMO level ... -7.53 eV
Calculated total energy ... -9302.12861 eV
SMILES string ... CC(N)=C=N.C=O

Entry 2:
Here is a structure of composition C29H51N6O4PPmSi3 at a distorted geometry from the Open Molecules 2025 dataset. Energies are from ωB97M-V with the def2-TZVPD basis set.

The geometry in XYZ format:
```
95
Properties=species:S:1:pos:R:3:lowdin_spin:R:1
Pm 0.25 -0.33 -0.11 4.0434
C -0.03 -3.37 1.67 0.0000
O 0.83 -2.33 1.09 -0.0043
Si 2.58 -2.27 0.97 -0.0008
C 3.03 -3.44 -0.44 0.0002
C 3.34 -3.06 2.51 0.0000
C 2.89 -0.51 0.77 -0.0114
Si 3.15 0.48 2.30 -0.0014
C 4.99 0.55 2.70 -0.0007
C 2.55 2.28 2.11 0.0004
C 2.28 -0.19 3.89 0.0001
Si 3.81 0.04 -0.69 -0.0008
C 3.16 -0.57 -2.39 0.0004
C 3.99 1.93 -0.90 0.0001
C 5.60 -0.57 -0.62 -0.0003
H -0.22 -4.12 0.88 0.0000
H -0.94 -2.88 2.01 0.0000
H 0.48 -3.83 2.53 -0.0001
H 2.68 -4.43 -0.10 0.0000
H 4.10 -3.48 -0.62 0.0000
H 2.52 -3.24 -1.38 0.0000
H 3.47 -4.13 2.27 0.0000
H 2.81 -2.97 3.45 0.0000
H 4.32 -2.62 2.63 -0.0001
H 5.57 1.04 1.92 0.0000
H 5.43 -0.43 2.81 0.0000
H 5.13 1.11 3.63 -0.0001
H 3.35 2.88 1.67 0.0000
H 2.31 2.71 3.09 0.0000
H 1.72 2.38 1.42 0.0002
H 2.92 -0.88 4.46 0.0000
H 1.36 -0.72 3.65 0.0000
H 2.05 0.66 4.52 0.0000
H 2.10 -0.38 -2.57 0.0002
H 3.35 -1.61 -2.62 0.0000
H 3.62 0.07 -3.14 0.0000
H 3.04 2.45 -0.93 0.0000
H 4.48 2.03 -1.88 0.0000
H 4.61 2.42 -0.15 0.0000
H 5.62 -1.66 -0.46 0.0000
H 6.19 -0.11 0.17 0.0000
H 6.07 -0.35 -1.58 -0.0001
O 0.00 1.22 -4.10 -0.0001
C -0.45 1.29 -2.95 0.0001
O 0.17 0.95 -1.86 -0.0090
C -1.89 1.84 -2.66 -0.0003
P -2.44 1.42 -0.93 -0.0034
C -4.13 0.88 -0.89 -0.0006
C -5.23 1.50 -1.51 -0.0001
C -6.53 1.05 -1.21 0.0000
C -6.72 -0.05 -0.38 0.0000
C -5.64 -0.73 0.18 0.0000
C -4.34 -0.27 -0.05 0.0000
C -2.31 3.16 -0.28 -0.0004
C -1.00 3.64 -0.15 0.0000
C -0.73 4.91 0.36 0.0001
C -1.78 5.81 0.55 -0.0001
C -3.10 5.38 0.36 0.0000
C -3.39 4.07 -0.04 -0.0002
H -2.58 1.47 -3.42 0.0000
H -1.90 2.95 -2.73 0.0000
H -5.08 2.35 -2.19 0.0000
H -7.40 1.55 -1.67 0.0000
H -7.76 -0.38 -0.18 0.0000
H -5.80 -1.63 0.77 0.0000
H -3.49 -0.79 0.40 0.0001
H -0.19 2.96 -0.43 0.0001
H 0.27 5.21 0.59 0.0000
H -1.56 6.82 0.89 0.0000
H -3.94 6.08 0.52 0.0000
H -4.44 3.78 -0.08 0.0000
C -2.74 -3.52 -3.84 0.0000
N -2.10 -2.98 -2.62 0.0003
C -2.80 -3.19 -1.34 0.0002
C -0.85 -2.44 -2.60 0.0003
C 0.03 -2.53 -3.80 0.0000
O -0.48 -1.86 -1.51 -0.0070
H -3.79 -3.65 -3.53 0.0000
H -2.30 -4.48 -4.13 0.0000
H -2.70 -2.82 -4.67 0.0000
H -2.73 -4.25 -1.02 0.0000
H -3.86 -2.91 -1.44 0.0000
H -2.34 -2.59 -0.56 0.0002
H 0.25 -3.59 -4.04 0.0000
H 0.98 -2.02 -3.57 0.0000
H -0.49 -2.08 -4.65 0.0000
N -0.82 2.88 3.27 0.0002
N -0.94 1.42 3.10 0.0007
N -1.86 0.67 3.83 0.0005
C -2.07 -0.41 3.11 -0.0001
N -1.39 -0.42 1.96 -0.0027
N -0.68 0.78 1.92 -0.0038
H -0.85 3.05 4.28 0.0000
H 0.10 3.19 2.94 0.0000
H -2.74 -1.20 3.45 0.0000
```

Results
Orbital gap (spin up / spin down) ... 6.48 / 6.47 eV
Energy above the lowest of the compared OMol25 structures with the same formula, charge and spin ... 0.0 kcal/mol
M ... 808.00 g mol⁻¹
LUMO energy (spin up / spin down) ... -3.512 / -3.510 eV
⟨S²⟩ ... 6.01
Max |F| ... 3.710 eV/Å
HOMO level (spin up / spin down) ... -9.99 / -9.98 eV
Total charge ... +1
Multiplicity ... 5
Calculated total energy ... -97506.04971 eV

Entry 3:
Here is the molecule C2H6N4 at a distorted geometry from the Open Molecules 2025 dataset. Energies are from ωB97M-V with the def2-TZVPD basis set.

The geometry in XYZ format:
```
12
Properties=species:S:1:pos:R:3:nbo_charge:R:1
C -1.23 0.35 -1.02 -0.4603
C 0.69 -0.12 0.38 0.4703
N 1.32 1.09 0.23 -0.8196
N 0.90 -0.99 1.36 -0.3240
N -0.35 -0.58 -0.36 -0.3749
N -0.32 -1.55 1.40 -0.2093
H 1.55 1.37 -0.71 0.3891
H 2.04 1.28 0.91 0.4010
H -0.17 -2.58 1.48 0.3176
H -0.82 0.62 -2.01 0.2027
H -1.42 1.27 -0.45 0.1886
H -2.18 -0.16 -1.21 0.2187
```

Results
Orbital gap ... 8.50 eV
Energy above the lowest of the compared OMol25 structures with the same formula, charge and spin ... 94.0 kcal/mol
M ... 86.10 g mol⁻¹
LUMO energy ... -0.020 eV
Max |F| ... 1.189 eV/Å
HOMO level ... -8.52 eV
Calculated total energy ... -8128.01655 eV
SMILES string ... [H]/N=N/C(N)=N/C